No. 1
{"formula": "C24H48BBrN2O5Si", "method": "the ωB97M-V functional and the def2-TZVPD basis", "symbols": ["C", "C", "Si", "Br", "O", "C", "C", "C", "C", "B", "O", "O", "H", "H", "H", "H", "H", "H", "H", "H", "H", "H", "H", "H", "C", "C", "C", "C", "C", "C", "N", "O", "C", "C", "C", "H", "H", "H", "H", "H", "H", "H", "H", "H", "H", "H", "H", "H", "H", "H", "H", "H", "H", "C", "C", "C", "C", "C", "C", "N", "O", "C", "C", "C", "H", "H", "H", "H", "H", "H", "H", "H", "H", "H", "H", "H", "H", "H", "H", "H", "H", "H"], "xyz": [[-1.9756, -1.9091, -1.5855], [-1.1754, -1.0677, -1.8792], [0.1877, 0.0788, -2.3492], [1.7041, 0.0028, -0.6978], [0.7150, -0.4392, -3.8240], [2.1081, -0.4684, -4.1404], [2.6292, 0.8714, -4.6639], [4.1102, 1.1199, -4.4217], [4.5725, 1.0149, -2.9723], [-0.6060, 1.9237, -2.3112], [-0.4977, 2.8166, -3.3507], [-1.3483, 2.2857, -1.2156], [-2.6093, -2.7051, -1.3606], [2.1968, -1.1522, -4.9711], [2.7320, -0.8814, -3.3592], [2.0072, 1.6881, -4.3270], [2.4980, 0.8446, -5.7357], [4.3030, 2.1393, -4.7339], [4.7338, 0.5073, -5.0517], [3.9178, 1.5418, -2.3035], [5.5584, 1.4398, -2.8872], [4.6307, -0.0235, -2.6862], [0.3896, 3.1761, -3.4093], [-0.7896, 2.3906, -0.4425], [3.9463, -5.7386, 2.8843], [5.1059, -4.7234, 2.7359], [4.9744, -3.6172, 3.7847], [3.8546, -2.6207, 3.4856], [3.9874, -2.0638, 2.0693], [4.0873, -3.1556, 1.0045], [5.1305, -4.1620, 1.3546], [6.2944, -3.6809, 1.1019], [2.7156, -3.8321, 0.8228], [4.3963, -2.5180, -0.3444], [6.3841, -5.5108, 3.0098], [4.2284, -6.5605, 3.5408], [3.0474, -5.2989, 3.3159], [3.6824, -6.1842, 1.9256], [5.9188, -3.0682, 3.8526], [4.8111, -4.0710, 4.7646], [2.8761, -3.0881, 3.6250], [3.9038, -1.8004, 4.2044], [3.1334, -1.4201, 1.8462], [4.8775, -1.4281, 2.0239], [2.7866, -4.6853, 0.1468], [2.0070, -3.1271, 0.3865], [2.2671, -4.1721, 1.7535], [5.2969, -1.9052, -0.3191], [3.5713, -1.8658, -0.6321], [4.5206, -3.2753, -1.1208], [6.5259, -6.2971, 2.2666], [6.3144, -5.9787, 3.9909], [7.2692, -4.8774, 3.0171], [-6.8857, 5.1212, 0.5431], [-5.8566, 4.2880, 1.3449], [-4.4567, 4.4736, 0.7564], [-4.2481, 3.7441, -0.5703], [-4.6329, 2.2724, -0.4479], [-6.0417, 2.0670, 0.1083], [-6.2517, 2.8497, 1.3607], [-5.6785, 2.2526, 2.3429], [-7.0841, 2.4562, -0.9566], [-6.2717, 0.5817, 0.3681], [-5.8758, 4.8570, 2.7610], [-7.0165, 6.1090, 0.9830], [-6.5864, 5.2857, -0.4918], [-7.8678, 4.6490, 0.5441], [-3.7121, 4.1108, 1.4726], [-4.2611, 5.5403, 0.6246], [-4.8201, 4.2275, -1.3679], [-3.2015, 3.8186, -0.8599], [-4.5550, 1.7903, -1.4243], [-3.9067, 1.7737, 0.2008], [-8.0948, 2.4213, -0.5472], [-7.0448, 1.7547, -1.7898], [-6.9250, 3.4425, -1.3860], [-5.5171, 0.1559, 1.0273], [-6.2205, 0.0349, -0.5729], [-7.2535, 0.4060, 0.8105], [-6.8546, 4.7218, 3.2243], [-5.6626, 5.9245, 2.7218], [-5.1233, 4.4014, 3.4022]], "total_charge": 0, "gap_ha": [0.3097, 0.3439], "energy_ev": -117479.93220, "e_lumo_ev": [0.2, 0.2], "s_squared": 2.0080, "spin_multiplicity": 3}

---

No. 2
{"formula": "C24H48Cu2O17S3", "method": "the ωB97M-V functional and the def2-TZVPD basis", "symbols": ["Cu", "Cu", "S", "O", "O", "O", "O", "C", "C", "C", "O", "C", "H", "H", "H", "H", "H", "H", "H", "H", "C", "C", "C", "O", "C", "H", "H", "H", "H", "H", "H", "H", "H", "C", "C", "C", "O", "C", "H", "H", "H", "H", "H", "H", "H", "H", "C", "C", "C", "O", "C", "H", "H", "H", "H", "H", "H", "H", "H", "C", "C", "C", "O", "C", "H", "H", "H", "H", "H", "H", "H", "H", "C", "C", "O", "S", "O", "O", "O", "H", "H", "H", "H", "C", "C", "O", "S", "O", "O", "O", "H", "H", "H", "H"], "xyz": [[2.8196, 11.2760, -12.7738], [4.9995, 15.3819, -9.9647], [3.7438, 13.3330, -11.3086], [2.7010, 13.2781, -12.3625], [4.0340, 11.9472, -11.1932], [4.8550, 14.1838, -11.6425], [3.2596, 14.0007, -10.1150], [1.0245, 11.2220, -16.6807], [0.6003, 12.4972, -15.9184], [0.3273, 11.9633, -14.4922], [1.3706, 10.9973, -14.3139], [1.7459, 10.4247, -15.6026], [1.4503, 11.5074, -17.6426], [0.1562, 10.6326, -16.9751], [-0.3072, 12.8887, -16.3779], [1.3606, 13.2644, -15.7716], [-0.6426, 11.4729, -14.5747], [0.2675, 12.6597, -13.6558], [1.6223, 9.3425, -15.5604], [2.8245, 10.5215, -15.7266], [5.0755, 7.8245, -11.6763], [5.3302, 8.0240, -13.2064], [3.9618, 8.3768, -13.7678], [3.5715, 9.3443, -12.7820], [3.9808, 8.9227, -11.5001], [5.7744, 8.0226, -10.8637], [4.6921, 6.8453, -11.3895], [5.7813, 7.1141, -13.6024], [6.1151, 8.7467, -13.4293], [3.2509, 7.5701, -13.9464], [4.0231, 8.9783, -14.6748], [3.1729, 8.3809, -11.0082], [4.2437, 9.7424, -10.8315], [2.9136, 17.9902, -12.8165], [3.5462, 19.0685, -11.9542], [3.8808, 18.3147, -10.6404], [4.2731, 17.0481, -11.1767], [3.8872, 16.8746, -12.5661], [2.9931, 18.3181, -13.8530], [1.9068, 17.7251, -12.4940], [2.8940, 19.9194, -11.7573], [4.4138, 19.5552, -12.3997], [3.0537, 18.2004, -9.9397], [4.6864, 18.9292, -10.2385], [3.2736, 15.9766, -12.6380], [4.7852, 16.8871, -13.1838], [5.3753, 13.3983, -15.6958], [6.2079, 12.8705, -14.5566], [5.4695, 11.6652, -14.1933], [4.0757, 11.9964, -14.4217], [3.9038, 13.1135, -15.3275], [5.6670, 12.9022, -16.6215], [5.4121, 14.4826, -15.8012], [6.2102, 13.5192, -13.6806], [7.2470, 12.6445, -14.7961], [5.5867, 11.3987, -13.1429], [5.7287, 10.7677, -14.7550], [3.4901, 13.9322, -14.7386], [3.3843, 13.0280, -16.2819], [0.3615, 9.9155, -9.3360], [-0.1220, 9.0318, -10.4136], [0.3368, 9.5972, -11.7302], [1.4380, 10.4154, -11.4007], [1.0464, 11.0101, -10.1835], [1.1158, 9.5107, -8.6612], [-0.4684, 10.3385, -8.7700], [-1.2011, 8.9081, -10.3222], [0.2275, 8.0005, -10.3643], [-0.3992, 10.1456, -12.3181], [0.7609, 8.7972, -12.3372], [0.3867, 11.8657, -10.3281], [1.9243, 11.5031, -9.7661], [0.1059, 15.4655, -11.9830], [-0.8510, 16.6460, -11.8654], [-1.5786, 16.7978, -13.0599], [-0.8157, 16.0857, -14.2912], [-0.2264, 17.0830, -15.1466], [-1.6875, 15.0884, -14.9345], [0.4022, 15.4555, -13.3636], [-0.2916, 14.4774, -11.7514], [1.0067, 15.5016, -11.3703], [-0.1599, 17.4867, -11.8036], [-1.4693, 16.6506, -10.9677], [1.3856, 13.7780, -7.2135], [1.4558, 15.1506, -6.6581], [0.1780, 15.6897, -6.8680], [-0.9538, 14.5586, -7.2151], [-1.4107, 14.6700, -8.6172], [-1.9753, 14.4710, -6.1554], [0.0532, 13.3050, -7.0679], [1.9370, 13.0706, -6.5941], [1.7206, 13.7373, -8.2500], [2.1700, 15.7308, -7.2425], [1.7656, 15.2289, -5.6160]], "total_charge": 2, "gap_ha": [0.2746, 0.1706], "energy_ev": -182237.09078, "e_lumo_ev": [-7.8, -10.6], "s_squared": 2.0074, "spin_multiplicity": 3, "e_above_lowest_kcal_mol": 39.38}

---

No. 3
{"formula": "C24H48O24V", "method": "the ωB97M-V functional and the def2-TZVPD basis", "symbols": ["V", "C", "O", "C", "O", "O", "C", "H", "H", "H", "H", "H", "H", "C", "O", "C", "O", "O", "C", "H", "H", "H", "H", "H", "H", "C", "O", "C", "O", "O", "C", "H", "H", "H", "H", "H", "H", "C", "O", "C", "O", "O", "C", "H", "H", "H", "H", "H", "H", "C", "O", "C", "O", "O", "C", "H", "H", "H", "H", "H", "H", "C", "O", "C", "O", "O", "C", "H", "H", "H", "H", "H", "H", "C", "O", "C", "O", "O", "C", "H", "H", "H", "H", "H", "H", "C", "O", "C", "O", "O", "C", "H", "H", "H", "H", "H", "H"], "xyz": [[0.2424, -0.0938, -0.1000], [0.5530, 4.1449, -0.3634], [1.5352, 3.9440, 0.6613], [1.8251, 2.6977, 0.9963], [1.3149, 1.7208, 0.5133], [2.7835, 2.6127, 1.8993], [3.2014, 3.7844, 2.5826], [0.2467, 3.2095, -0.8230], [1.0021, 4.7993, -1.1077], [-0.2896, 4.6612, 0.0918], [3.8861, 3.4666, 3.3651], [2.3835, 4.3151, 3.0779], [3.6960, 4.5097, 1.9398], [4.1699, -0.7941, 0.5451], [3.9793, -2.0313, -0.1444], [2.8037, -2.2532, -0.6806], [1.8236, -1.5410, -0.5916], [2.8466, -3.3678, -1.3775], [1.7033, -3.6646, -2.1908], [5.2422, -0.6302, 0.5675], [3.7686, -0.8633, 1.5512], [3.6837, 0.0356, 0.0346], [1.6100, -2.9314, -2.9949], [0.7765, -3.5784, -1.6223], [1.8588, -4.6650, -2.5713], [-1.0728, 3.3508, 3.8816], [-0.8287, 2.5583, 2.7117], [-1.2990, 1.3257, 2.6012], [-1.0948, 0.6830, 1.6066], [-1.9900, 0.9245, 3.6510], [-2.4862, -0.4102, 3.6028], [-2.0700, 3.1884, 4.2790], [-0.9520, 4.3899, 3.5947], [-0.3304, 3.1095, 4.6434], [-3.1058, -0.5693, 2.7158], [-3.1396, -0.5658, 4.4548], [-1.6695, -1.1263, 3.5786], [-3.9786, 0.7987, -0.1855], [-3.5945, 1.8019, -1.1346], [-2.3140, 1.8224, -1.4698], [-1.4514, 1.1333, -0.9916], [-2.0434, 2.6673, -2.4546], [-2.9163, 3.7719, -2.7460], [-3.4009, 0.8998, 0.7276], [-3.8465, -0.1946, -0.6058], [-5.0290, 0.9594, 0.0388], [-2.3183, 4.6794, -2.7684], [-3.7155, 3.9101, -2.0239], [-3.3686, 3.6012, -3.7212], [-4.1229, -3.1384, 0.9645], [-2.9758, -2.2944, 0.7570], [-1.7374, -2.7681, 0.7837], [-0.7892, -2.0657, 0.5254], [-1.6631, -4.0312, 1.1278], [-0.3648, -4.6437, 1.2101], [-3.8710, -4.0981, 1.3989], [-4.6409, -3.3017, 0.0207], [-4.7884, -2.6021, 1.6382], [-0.5520, -5.7122, 1.1557], [0.0722, -4.4263, 2.1808], [0.2960, -4.3196, 0.4165], [-3.1436, -2.1101, -2.8745], [-2.0544, -1.9441, -3.7726], [-0.9164, -1.4544, -3.2788], [-0.6581, -1.3253, -2.1096], [-0.0605, -1.1173, -4.2250], [-0.3841, -1.3058, -5.6027], [-2.8082, -2.4718, -1.9035], [-3.8214, -2.8291, -3.3228], [-3.6642, -1.1617, -2.7323], [0.4687, -1.0250, -6.2114], [-1.2419, -0.6879, -5.8667], [-0.6166, -2.3458, -5.8278], [0.4435, -3.0039, 4.5275], [0.7684, -2.3985, 3.2732], [1.2729, -1.1729, 3.2085], [1.4373, -0.6040, 2.1586], [1.6143, -0.7031, 4.4021], [2.1301, 0.6328, 4.4326], [0.4210, -4.0818, 4.3901], [-0.5465, -2.6828, 4.8555], [1.1659, -2.7877, 5.3082], [1.3422, 1.3451, 4.1967], [2.9701, 0.7445, 3.7536], [2.4945, 0.7836, 5.4454], [4.4945, 0.8737, -3.3078], [3.3722, 0.4835, -2.5077], [2.1635, 0.9444, -2.7194], [1.2469, 0.7174, -1.9658], [2.0674, 1.6522, -3.8278], [0.7883, 2.2100, -4.1475], [5.3890, 0.5430, -2.7986], [4.5145, 1.9584, -3.4327], [4.4137, 0.4560, -4.3105], [0.6322, 3.1149, -3.5576], [-0.0048, 1.5216, -3.8684], [0.8165, 2.4368, -5.2047]], "total_charge": 2, "gap_ha": [0.3249, 0.4318], "energy_ev": -100483.79406, "e_lumo_ev": [-3.7, -3.7], "s_squared": 3.7516, "spin_multiplicity": 4, "e_above_lowest_kcal_mol": 0.00}

---

No. 4
{"formula": "C24H48O6", "method": "the ωB97M-V functional and the def2-TZVPD basis", "symbols": ["C", "C", "C", "O", "C", "H", "H", "H", "H", "H", "H", "H", "H", "C", "C", "C", "O", "C", "H", "H", "H", "H", "H", "H", "H", "H", "C", "C", "C", "O", "C", "H", "H", "H", "H", "H", "H", "H", "H", "C", "C", "C", "O", "C", "H", "H", "H", "H", "H", "H", "H", "H", "C", "C", "C", "O", "C", "H", "H", "H", "H", "H", "H", "H", "H", "C", "C", "C", "O", "C", "H", "H", "H", "H", "H", "H", "H", "H"], "xyz": [[3.1965, -1.6948, 4.2242], [3.2425, -0.0718, 4.3002], [2.5405, 0.2292, 3.0662], [2.7595, -0.8268, 2.2262], [2.5485, -2.1058, 2.8062], [2.4405, -2.1688, 4.9612], [4.1585, -2.1318, 4.3212], [4.2225, 0.1102, 4.1612], [2.8235, 0.1432, 5.3752], [2.8915, 1.2512, 2.5872], [1.2995, 0.2272, 3.2652], [2.9715, -2.9258, 2.4062], [1.5155, -2.2288, 2.9822], [-2.1715, -1.0018, 0.2172], [-0.8445, -0.2988, 0.6622], [0.0495, -0.3878, -0.5608], [-0.5755, -1.2998, -1.4118], [-1.9705, -1.0278, -1.2758], [-3.0225, -0.4648, 0.3772], [-2.1625, -1.8968, 0.6482], [-0.4005, -0.8678, 1.5172], [-0.7365, 0.7702, 1.0002], [1.1225, -0.4568, -0.2918], [0.1395, 0.6282, -1.1108], [-2.5215, -1.6548, -1.8138], [-2.0265, -0.2018, -1.8388], [0.5495, 0.7932, -5.1748], [-0.0395, 2.1462, -5.2068], [-0.4355, 2.5362, -3.8258], [0.4615, 1.6052, -3.1268], [0.2755, 0.3442, -3.7418], [1.5415, 0.7832, -5.4278], [0.1005, 0.2672, -5.7448], [-0.7085, 2.5172, -6.0968], [0.7995, 2.8672, -5.4278], [-1.4195, 2.1842, -3.5988], [-0.3265, 3.4872, -3.4848], [-0.8225, 0.0242, -3.5398], [1.0375, -0.3408, -3.4368], [-1.8095, 3.4052, 0.1072], [-2.4405, 2.1432, -0.5178], [-3.6095, 2.6762, -1.4218], [-3.4825, 4.0472, -1.4178], [-2.9035, 4.3832, -0.2688], [-0.9185, 3.7332, -0.4578], [-1.5755, 3.3102, 1.1962], [-2.9355, 1.5742, 0.1202], [-1.8865, 1.5622, -1.0448], [-4.6665, 2.4142, -1.0258], [-3.4805, 2.3912, -2.3408], [-3.7615, 4.3592, 0.6762], [-2.7355, 5.4602, -0.3988], [2.4505, -5.1518, -3.5178], [1.7795, -3.9048, -4.0468], [0.5545, -3.8278, -3.1078], [0.2985, -5.1898, -2.8538], [1.5485, -5.9528, -2.6088], [3.3305, -5.2468, -2.9538], [2.6475, -5.5898, -4.5948], [1.4615, -3.7748, -5.0128], [2.4915, -3.0828, -3.8198], [-0.1545, -3.4098, -3.8538], [0.5165, -3.2448, -2.2148], [1.6945, -7.0708, -2.8108], [1.7985, -5.6128, -1.7528], [-1.4265, 0.9342, 4.7012], [-0.6355, 2.1772, 4.1242], [0.1245, 2.6642, 5.3112], [0.4965, 1.5092, 6.1152], [-0.2735, 0.4122, 5.5922], [-1.8875, 0.1962, 4.1472], [-2.1005, 1.5522, 5.2442], [-1.2405, 2.8372, 3.8492], [0.0815, 1.9972, 3.3152], [-0.4335, 3.3892, 5.9572], [0.8485, 3.3442, 5.2592], [-0.6545, -0.0828, 6.3892], [0.3885, -0.1908, 4.9662]], "total_charge": 0, "gap_ha": 0.3624, "energy_ev": -37937.24179, "e_lumo_ev": 0.7, "e_above_lowest_kcal_mol": 298.13}

---

No. 5
{"formula": "C24H48O8", "method": "the ωB97M-V functional and the def2-TZVPD basis", "symbols": ["C", "C", "O", "C", "H", "H", "H", "H", "H", "H", "C", "C", "O", "C", "H", "H", "H", "H", "H", "H", "C", "C", "O", "C", "H", "H", "H", "H", "H", "H", "C", "C", "O", "C", "H", "H", "H", "H", "H", "H", "C", "C", "O", "C", "H", "H", "H", "H", "H", "H", "C", "C", "O", "C", "H", "H", "H", "H", "H", "H", "C", "C", "O", "C", "H", "H", "H", "H", "H", "H", "C", "C", "O", "C", "H", "H", "H", "H", "H", "H"], "xyz": [[2.0778, -2.4485, 1.6666], [2.1267, -3.8809, 1.2254], [2.2216, -4.8004, 2.0047], [2.0004, -4.0955, -0.2504], [2.1313, -2.3763, 2.7507], [1.1419, -2.0172, 1.3092], [2.8899, -1.8622, 1.2319], [1.1436, -3.5472, -0.6470], [1.9087, -5.1543, -0.4840], [2.8916, -3.7123, -0.7564], [1.8267, 3.4300, 5.1641], [2.0628, 3.2007, 3.6891], [3.1447, 3.4023, 3.1929], [0.9196, 2.6435, 2.8619], [2.2706, 2.5922, 5.7065], [0.7694, 3.4809, 5.4232], [2.3202, 4.3459, 5.4801], [-0.0179, 3.1280, 3.1319], [0.8311, 1.5826, 3.1107], [1.1710, 2.7503, 1.8108], [-3.6125, -4.0542, -0.0865], [-2.1122, -4.1057, -0.2199], [-1.5069, -3.3360, -0.9332], [-1.4097, -5.1554, 0.5727], [-4.0148, -5.0498, -0.2845], [-4.0239, -3.2962, -0.7433], [-3.8548, -3.8374, 0.9564], [-1.6812, -6.1463, 0.1886], [-1.7192, -5.1764, 1.6195], [-0.3357, -5.0493, 0.4865], [-3.8976, 0.3614, -1.4478], [-3.6698, 1.7811, -0.9875], [-2.9513, 2.5162, -1.6182], [-4.3374, 2.2389, 0.2955], [-4.2709, -0.2794, -0.6495], [-2.9791, -0.0605, -1.8502], [-4.6458, 0.3663, -2.2440], [-5.2444, 1.6932, 0.5463], [-4.5935, 3.2951, 0.2024], [-3.6120, 2.1485, 1.1057], [5.0350, 0.3761, 0.2802], [5.4037, 1.7249, -0.2688], [6.0158, 1.8444, -1.3074], [4.9758, 2.9195, 0.5463], [3.9658, 0.2674, 0.4523], [5.5514, 0.2661, 1.2421], [5.3763, -0.4129, -0.3868], [5.1255, 2.7746, 1.6122], [3.9075, 3.0987, 0.3984], [5.4999, 3.8002, 0.1769], [-4.8516, -1.2016, 2.1577], [-4.2244, -0.1186, 2.9954], [-4.8310, 0.8867, 3.2861], [-2.7920, -0.3015, 3.4010], [-4.5481, -1.0576, 1.1174], [-5.9340, -1.0919, 2.1809], [-4.5454, -2.1883, 2.4984], [-2.6835, -0.9774, 4.2523], [-2.3860, 0.6583, 3.7244], [-2.1683, -0.6727, 2.5854], [1.9987, 1.7105, -7.8719], [2.2137, 2.4380, -6.5706], [3.2201, 3.0619, -6.3462], [1.0953, 2.3401, -5.5601], [2.8559, 1.8436, -8.5240], [1.0944, 2.0758, -8.3647], [1.8437, 0.6435, -7.6867], [0.1290, 2.4131, -6.0665], [1.1890, 3.1040, -4.7944], [1.0873, 1.3570, -5.0810], [-0.2637, 0.1770, 0.5977], [0.6104, 0.4527, -0.6135], [1.7760, 0.7246, -0.4787], [-0.0457, 0.3116, -1.9585], [0.3843, 0.1106, 1.4676], [-0.8626, -0.7256, 0.4644], [-0.9506, 1.0092, 0.7887], [-0.8703, 1.0235, -2.0521], [-0.4126, -0.7119, -2.0634], [0.6558, 0.5307, -2.7615]], "total_charge": 0, "gap_ha": 0.3313, "energy_ev": -42046.00529, "e_lumo_ev": 0.1, "e_above_lowest_kcal_mol": 5.59}